A.
# C7H14N2

A molecular structure, C7H14N2 (ωB97M-V/def2-TZVPD, the OMol25 dataset).

Atoms and positions in Å:
C 0.3245 1.2661 1.2533
C 1.2824 2.0116 0.3883
C -0.3629 0.3126 -1.7229
C -0.4412 0.1642 0.9085
C -0.7206 -0.4133 -0.4481
N -1.2590 -0.3677 1.9375
N -1.9345 -1.1258 -0.5413
C 0.6047 -1.3598 0.1715
C 1.7368 -1.4750 -0.5175
H 0.4817 1.3723 2.3208
H -1.8397 -1.1529 1.6756
H -1.7436 0.3291 2.4805
H -1.9685 -1.7977 -1.2968
H -2.7644 -0.6384 -0.2333
H 0.3503 -2.1037 0.9159
H 1.9716 1.3335 -0.1401
H 1.8988 2.6672 1.0047
H 0.7861 2.6378 -0.3569
H -0.3622 -0.3953 -2.5547
H -1.1028 1.0893 -1.9083
H 0.6255 0.7559 -1.7084
H 1.9809 -0.8753 -1.3801
H 2.4560 -2.2344 -0.2483

Summary:
- Frontier orbital gap: 8.143 eV
- E_LUMO: 1.02 eV
- Multiplicity: 1

In the Mulliken picture, each atom carries the following charge in e: number 1, C, carries -0.53; number 2, C, carries -1.17; number 3, C, carries -1.73; number 4, C, carries 0.62; number 5, C, carries 1.26; number 6, N, carries -0.67; number 7, N, carries -0.57; number 8, C, carries -0.45; number 9, C, carries -0.89; number 10, H, carries 0.34; number 11, H, carries 0.29; number 12, H, carries 0.20; number 13, H, carries 0.21; number 14, H, carries 0.24; number 15, H, carries 0.38; number 16, H, carries 0.23; number 17, H, carries 0.37; number 18, H, carries 0.26; number 19, H, carries 0.42; number 20, H, carries 0.32; number 21, H, carries 0.36; number 22, H, carries 0.23; number 23, H, carries 0.29

B.
# C7H14N2

2 unconnected molecules or ions with the total composition C7H14N2 (ωB97M-V/def2-TZVPD, the OMol25 dataset).

Atoms and positions in Å:
C 2.2959 0.5728 2.9634
C 0.8898 0.1472 2.6747
C 0.2670 -1.0058 3.2003
N -0.9863 -1.1917 2.4485
C -0.9240 -0.2385 1.4025
N 0.1465 0.5621 1.6282
H 2.3106 1.6135 3.4020
H 2.9841 0.4947 2.0731
H 2.7156 0.1953 3.7559
H 0.4808 -1.7092 3.8263
H -1.5940 -1.9617 2.8344
H -1.5974 -0.2180 0.5136
C -1.8753 0.6712 -3.0510
C -0.3686 0.7329 -2.4213
C 0.4485 -0.5389 -2.8137
H -2.0711 1.7574 -3.3170
H -2.1481 0.0094 -3.8497
H -2.6733 0.5142 -2.3496
H -0.4911 0.8835 -1.3285
H 0.1755 1.5819 -2.9617
H 1.4769 -0.4475 -3.0590
H -0.0938 -1.1695 -3.5053
H 0.6317 -1.2553 -2.0661

Summary:
- Frontier orbital gap: 9.380 eV
- E_LUMO: 0.88 eV
- SMILES: Cc1c[nH]cn1.CCC
- Multiplicity: 1

In the Mulliken picture, each atom carries the following charge in e: number 1, C, carries -1.19; number 2, C, carries 0.40; number 3, C, carries -0.45; number 4, N, carries -0.14; number 5, C, carries -0.15; number 6, N, carries -0.52; number 7, H, carries 0.27; number 8, H, carries 0.23; number 9, H, carries 0.46; number 10, H, carries 0.54; number 11, H, carries 0.25; number 12, H, carries 0.32; number 13, C, carries -1.03; number 14, C, carries -0.09; number 15, C, carries -1.17; number 16, H, carries 0.26; number 17, H, carries 0.32; number 18, H, carries 0.31; number 19, H, carries 0.10; number 20, H, carries 0.28; number 21, H, carries 0.38; number 22, H, carries 0.29; number 23, H, carries 0.33

C.
# C7H14N2

A single C7H14N2 molecule (ωB97M-V/def2-TZVPD, the OMol25 dataset).

Atoms and positions in Å:
C -3.3258 0.2512 0.0155
C -1.9608 -0.4083 0.1318
N -0.8387 0.2098 -0.5445
C 0.3116 -0.6380 -0.4685
C 1.6559 -0.0613 -1.0377
C 1.7550 1.2540 -0.3341
N 1.4493 0.8909 1.0713
C 1.1817 -0.5782 0.8910
C 2.4109 -0.9333 0.0127
H -3.3800 1.2700 0.5073
H -3.5020 0.4388 -1.0800
H -4.0447 -0.4866 0.4599
H -1.9966 -1.5445 -0.0817
H -1.8371 -0.3532 1.2732
H -0.6693 1.1320 -0.2906
H 0.1308 -1.6947 -0.7611
H 1.7771 -0.0180 -2.1435
H 2.6774 1.7893 -0.5036
H 1.1117 2.0435 -0.7884
H 0.5907 1.2967 1.5213
H 0.8541 -1.1656 1.7874
H 2.3007 -2.0365 -0.1065
H 3.3481 -0.6580 0.4688

Summary:
- Frontier orbital gap: 9.229 eV
- E_LUMO: 1.00 eV
- SMILES: CCN[C@H]1[C@H]2CN[C@@H]1C2
- Multiplicity: 1

In the Mulliken picture, each atom carries the following charge in e: number 1, C, carries -1.18; number 2, C, carries -0.23; number 3, N, carries -0.32; number 4, C, carries -0.42; number 5, C, carries -0.07; number 6, C, carries -0.78; number 7, N, carries -0.54; number 8, C, carries -0.23; number 9, C, carries -0.68; number 10, H, carries 0.27; number 11, H, carries 0.33; number 12, H, carries 0.34; number 13, H, carries 0.32; number 14, H, carries 0.18; number 15, H, carries 0.30; number 16, H, carries 0.43; number 17, H, carries 0.38; number 18, H, carries 0.36; number 19, H, carries 0.22; number 20, H, carries 0.28; number 21, H, carries 0.38; number 22, H, carries 0.31; number 23, H, carries 0.37

D.
# C7H14N2

A single C7H14N2 molecule (ωB97M-V/def2-TZVPD, the OMol25 dataset).

Atoms and positions in Å:
C 1.8478 0.5965 -0.2647
C 0.6211 -0.1663 -0.6955
C 0.2512 0.0325 -2.1436
C 0.1795 -1.3130 0.0130
N 0.0581 -2.5720 -0.5390
C -0.2601 -0.9464 1.2814
C -0.6291 0.4246 1.2455
C -1.7870 0.9603 0.4321
N -0.2949 1.2421 2.3046
H 2.1475 0.3441 0.7536
H 1.6934 1.6803 -0.3178
H 2.6965 0.3626 -0.9232
H -0.6441 -0.5300 -2.4216
H 0.0395 1.0938 -2.3240
H 1.0579 -0.2451 -2.8349
H -0.7152 -3.1538 -0.2564
H 0.4007 -2.7079 -1.4767
H -0.1455 -1.5245 2.1937
H -2.6442 1.1603 1.0893
H -1.5274 1.8991 -0.0683
H -2.1045 0.2483 -0.3266
H 0.4258 0.9354 2.9387
H -0.6670 2.1792 2.3403

Summary:
- Frontier orbital gap: 7.653 eV
- E_LUMO: 0.97 eV
- SMILES: CC(C)=C(N)/C=C(\C)N
- Multiplicity: 1

In the Mulliken picture, each atom carries the following charge in e: number 1, C, carries -1.48; number 2, C, carries 1.00; number 3, C, carries -1.64; number 4, C, carries 0.26; number 5, N, carries -0.50; number 6, C, carries -1.05; number 7, C, carries 0.84; number 8, C, carries -1.54; number 9, N, carries -0.44; number 10, H, carries 0.35; number 11, H, carries 0.28; number 12, H, carries 0.40; number 13, H, carries 0.38; number 14, H, carries 0.34; number 15, H, carries 0.42; number 16, H, carries 0.19; number 17, H, carries 0.22; number 18, H, carries 0.40; number 19, H, carries 0.46; number 20, H, carries 0.35; number 21, H, carries 0.31; number 22, H, carries 0.24; number 23, H, carries 0.20

Least stable: A

A.
# C7H14N2

A molecular structure, C7H14N2 (ωB97M-V/def2-TZVPD, the OMol25 dataset).

Atoms and positions in Å:
C 1.6465 -1.0185 -0.4794
C -1.3414 0.4285 1.8165
C 0.9979 0.0527 0.3595
C -0.7179 -0.4180 0.7472
C 1.7070 0.5204 1.4294
C -1.3889 -1.4065 0.1646
H 0.9691 -1.5777 -1.1177
H 2.4480 -0.5520 -1.0594
H 2.1197 -1.7652 0.1548
H -1.3905 1.4899 1.5460
H -2.3548 0.1186 2.0798
H -0.7220 0.4001 2.7163
H 1.3507 1.2747 2.1168
H -2.3742 -1.6944 0.5238
H -0.9397 -2.1034 -0.5310
H 2.4554 -0.0987 1.9012
N 0.3870 1.2680 -1.0136
C -0.7192 0.6819 -1.7435
N -0.4492 -0.2400 -2.5702
H 0.0733 1.9418 -0.3186
H 1.0006 1.7789 -1.6463
H -1.1672 -0.4200 -3.2646
H -1.5903 1.3390 -1.8116

Summary:
- Frontier orbital gap: 7.423 eV
- E_LUMO: 0.71 eV
- Multiplicity: 1

In the Mulliken picture, each atom carries the following charge in e: number 1, C, carries -1.51; number 2, C, carries -1.45; number 3, C, carries 1.01; number 4, C, carries 0.80; number 5, C, carries -1.12; number 6, C, carries -1.11; number 7, H, carries 0.31; number 8, H, carries 0.34; number 9, H, carries 0.37; number 10, H, carries 0.26; number 11, H, carries 0.41; number 12, H, carries 0.32; number 13, H, carries 0.35; number 14, H, carries 0.30; number 15, H, carries 0.26; number 16, H, carries 0.22; number 17, N, carries -0.41; number 18, C, carries -0.14; number 19, N, carries -0.47; number 20, H, carries 0.31; number 21, H, carries 0.33; number 22, H, carries 0.25; number 23, H, carries 0.37

B.
# C7H14N2

3 unconnected molecules or ions with the total composition C7H14N2 (ωB97M-V/def2-TZVPD, the OMol25 dataset).

Atoms and positions in Å:
H 0.5675 -1.6606 -2.2468
N -0.0357 -0.8858 -2.5199
C -0.6250 -0.3167 -1.5608
C -1.5871 0.8099 -1.8048
H -1.0384 -0.9970 -0.5144
H -1.1889 1.4977 -2.5488
H -1.7934 1.3464 -0.8800
H -2.5286 0.3961 -2.1692
C 1.1086 1.7658 -0.3759
C 0.9351 0.4758 -0.0711
C 2.0423 -0.5373 -0.1476
H 2.0051 2.1063 -0.8775
H 0.3275 2.5006 -0.2455
H 0.1570 0.1926 0.7767
H 2.6644 -0.4874 0.7482
H 2.6706 -0.3660 -1.0211
H 1.6378 -1.5503 -0.1949
C -0.7730 -0.5604 3.0475
C -0.9302 -0.8169 1.6151
N -1.4475 -1.4516 0.7559
H 0.2644 -0.7357 3.3375
H -1.0060 0.4832 3.2629
H -1.4264 -1.2086 3.6344

Summary:
- Frontier orbital gap: 8.138 eV
- E_LUMO: 0.30 eV
- SMILES: [H]/N=C/C.C=CC.CC#N
- Multiplicity: 1

In the Mulliken picture, each atom carries the following charge in e: number 1, H, carries 0.28; number 2, N, carries -0.84; number 3, C, carries 0.69; number 4, C, carries -1.31; number 5, H, carries 0.43; number 6, H, carries 0.35; number 7, H, carries 0.25; number 8, H, carries 0.38; number 9, C, carries -0.70; number 10, C, carries 0.67; number 11, C, carries -1.39; number 12, H, carries 0.25; number 13, H, carries 0.28; number 14, H, carries -0.27; number 15, H, carries 0.35; number 16, H, carries 0.41; number 17, H, carries 0.31; number 18, C, carries -1.12; number 19, C, carries 0.63; number 20, N, carries -0.58; number 21, H, carries 0.29; number 22, H, carries 0.30; number 23, H, carries 0.35

Least stable: A